Version P
Below is an isolated molecule of C2H7N3O2, with properties calculated with ωB97M-V with the def2-TZVPD basis set.

SMILES: CCN/[N+]([O-])=N/O
2S+1: 1
Molecular weight: 105.10 Da
Total charge: 0

Atoms and positions in Å:
C 1.663 0.049 -0.671
C 1.243 -0.153 0.813
N -2.157 0.675 0.080
N -0.075 0.279 1.158
N -1.300 -0.170 0.190
O -1.256 -1.319 -0.230
O -3.180 0.574 -0.791
H 1.748 1.073 -0.955
H 2.531 -0.654 -0.812
H 0.910 -0.434 -1.220
H 1.281 -1.211 1.015
H 1.950 0.260 1.510
H -0.272 1.261 1.332
H -3.087 -0.229 -1.419

These are the Mulliken partial charges, in e, on atoms 1 to 2: C -0.994; C -0.415

***

Version Q
Below is a cluster of 2 separate species, C2H7N3O2 in total, with properties calculated with ωB97M-V with the def2-TZVPD basis set.

2S+1: 1
Molecular weight: 105.10 Da
Total charge: 0

Atoms and positions in Å:
C -1.386 -0.413 0.534
C 0.625 0.640 1.344
H -2.119 -0.586 -0.702
H -0.973 -1.532 0.852
H -2.198 -0.213 1.055
H 1.086 1.628 1.011
H -0.019 0.885 2.003
H 1.030 -0.428 1.899
H 0.282 -1.491 -2.010
N -0.163 0.426 0.264
N 0.589 -0.061 -0.867
N 1.563 0.814 -1.158
O -0.299 -0.459 -1.916
O 1.982 0.790 -2.310

These are the Mulliken partial charges, in e, on atoms 1 to 2: C -0.850; C -0.805

***

Version R
Below is a cluster of 2 separate species, C2H7N3O2 in total, with properties calculated with ωB97M-V with the def2-TZVPD basis set.

2S+1: 1
Molecular weight: 105.10 Da
Total charge: 0

Atoms and positions in Å:
C 1.133 -0.649 0.399
N 0.953 0.403 -1.602
N 1.490 0.387 -0.434
C -0.801 0.016 0.635
N -1.210 -0.094 -0.728
O -1.473 -0.950 1.404
O -0.682 1.177 1.087
H -1.881 -0.472 2.139
H 0.947 1.359 -1.969
H 1.601 1.274 0.079
H -1.139 0.769 -1.265
H -1.571 -0.983 -1.040
H 1.569 -0.630 1.386
H 1.064 -1.609 -0.091

These are the Mulliken partial charges, in e, on atoms 1 to 2: C -0.635; N -0.746

***

Version S
Below is a cluster of 2 separate species, C2H7N3O2 in total, with properties calculated with ωB97M-V with the def2-TZVPD basis set.

SMILES: C=[N+]([O-])O.[H]/N=C/N
2S+1: 1
Molecular weight: 105.10 Da
Total charge: 0

Atoms and positions in Å:
C -1.289 0.545 -1.357
C 1.413 -0.236 0.154
N 1.072 -1.455 0.313
N 1.668 0.626 1.119
N -1.471 0.277 -0.112
O -1.897 -1.045 0.240
O -1.324 1.038 0.870
H -1.054 1.588 -1.734
H -1.153 -0.256 -1.954
H 1.427 0.108 -0.844
H 0.930 -2.000 -0.503
H -1.175 -1.369 0.808
H 1.146 0.547 2.007
H 1.707 1.632 0.991

These are the Mulliken partial charges, in e, on atoms 1 to 2: C -0.595; C 0.040

***

Verdict on stability: version R comes out on top.

***

Version P
Below is an isolated molecule of C4H13N3, with properties calculated with ωB97M-V with the def2-TZVPD basis set.

SMILES: NCCCNCN
2S+1: 1
Molecular weight: 103.17 Da
Total charge: 0

Atoms and positions in Å:
C -0.698 -0.505 -0.698
C -1.147 0.676 0.290
C -0.920 0.447 1.846
N -1.955 0.576 3.003
N 0.680 -0.647 -0.637
C 1.357 -0.700 -1.963
N 2.601 0.026 -1.693
H -1.120 -1.468 -0.802
H -0.913 -0.023 -1.712
H -0.283 1.333 -0.003
H -2.017 1.255 -0.132
H -0.617 -0.636 1.947
H 0.022 0.917 2.180
H -2.772 0.006 2.812
H -2.353 1.530 3.220
H 1.233 -0.738 0.194
H 0.795 -0.541 -2.837
H 1.636 -1.727 -2.153
H 2.475 0.998 -1.723
H 3.080 -0.091 -2.550

These are the Mulliken partial charges, in e, on atoms 1 to 2: C -0.661; C -0.502

***

Version Q
Below is an isolated molecule of C4H13N3, with properties calculated with ωB97M-V with the def2-TZVPD basis set.

SMILES: CNCCNCN
2S+1: 1
Molecular weight: 103.17 Da
Total charge: 0

Atoms and positions in Å:
C -0.487 0.159 0.150
N -0.027 -0.791 1.149
C -0.835 -1.335 2.189
N -1.493 -2.603 1.804
C 0.735 0.710 -0.563
N 0.394 1.716 -1.588
C 1.424 1.777 -2.655
H -1.022 1.030 0.554
H -1.269 -0.283 -0.491
H 0.486 -1.527 0.690
H -0.168 -1.599 3.020
H -1.560 -0.656 2.647
H -2.254 -2.612 1.155
H -1.724 -3.098 2.661
H 1.448 1.089 0.187
H 1.360 -0.043 -1.054
H 0.141 2.560 -1.093
H 1.224 2.705 -3.200
H 2.452 1.893 -2.307
H 1.176 0.908 -3.255

These are the Mulliken partial charges, in e, on atoms 1 to 2: C -0.467; N -0.293

***

Verdict on stability: version Q comes out on top.